[1]
2 unconnected molecules or ions with the total composition C3H5IO, computed with ωB97M-V/def2-TZVPD.

XYZ file:
```
10
Properties=species:S:1:pos:R:3:lowdin_charge:R:1
C -0.602 -0.928 -0.719 -0.010
C -0.313 0.373 -0.468 -0.345
C 0.886 1.024 -0.732 -0.659
O 1.849 0.515 2.064 -0.028
I 2.547 0.137 -1.546 0.855
H -1.559 -1.347 -0.466 0.051
H 0.114 -1.594 -1.170 0.020
H -1.071 0.992 -0.006 0.100
H 1.021 2.055 -0.459 0.023
H 1.362 -0.215 2.447 -0.007
```

As for the relative energy (zero: lowest compared OMol25 entry of this formula, charge and spin): 355.66 kJ/mol. As for the charge: 0. The value obtained for the lowest unoccupied orbital energy (spin up / spin down) is -0.750 / -1.855 eV. For the HOMO-LUMO gap (spin up / spin down), the calculation gives 8.8 / 6.0 eV. As for the HOMO energy (spin up / spin down): -9.58 / -7.85 eV. The calculation puts the total energy at -490.0775 Eh. As for the largest force on an atom: 0.019 Eh/bohr.

=====

[2]
3 unconnected molecules or ions with the total composition C3H5IO2 at a distorted geometry, computed with ωB97M-V/def2-TZVPD.

XYZ file:
```
11
Properties=species:S:1:pos:R:3:lowdin_charge:R:1
C 0.826 3.694 1.011 0.000
C -1.026 -0.121 -0.607 -0.040
C 0.404 0.005 -0.170 -0.289
O 1.053 4.791 1.108 0.041
O 1.400 -0.629 -0.438 -0.047
I 4.659 -0.377 -0.138 0.332
H -1.644 0.681 -0.099 0.104
H -1.401 -1.168 -0.429 0.105
H -1.045 -0.178 -1.654 0.061
H 0.441 0.930 0.391 0.069
H 3.035 -0.529 0.127 -0.337
```

As for the relative energy (zero: lowest compared OMol25 entry of this formula, charge and spin): 92.29 kJ/mol. As for the charge: 0. The value obtained for the lowest unoccupied orbital energy is 0.541 eV. For the HOMO-LUMO gap, the calculation gives 9.8 eV. As for the HOMO energy: -9.22 eV. The calculation puts the total energy at -565.4360 Eh. As for the largest force on an atom: 0.047 Eh/bohr.

=====

[3]
A single C3H5IO2S molecule at a distorted geometry, computed with ωB97M-V/def2-TZVPD.

XYZ file:
```
12
Properties=species:S:1:pos:R:3:lowdin_charge:R:1
C -0.562 -0.352 1.361 -0.106
C -0.567 -0.274 -1.226 -0.402
C -0.026 -1.474 -0.588 -0.721
O -1.534 1.892 0.126 -0.338
O 0.905 1.398 0.215 -0.348
S -0.429 0.916 0.192 0.542
I 1.999 -1.632 -0.541 0.955
H -1.454 -0.760 1.591 0.007
H 0.084 -0.187 2.238 0.073
H -0.151 0.180 -2.171 0.109
H -1.689 -0.510 -1.617 0.154
H -0.702 -2.367 -0.568 0.074
```

As for the relative energy (zero: lowest compared OMol25 entry of this formula, charge and spin): 228.84 kJ/mol. As for the charge: 0. The value obtained for the lowest unoccupied orbital energy (spin up / spin down) is -1.060 / -1.060 eV. For the HOMO-LUMO gap (spin up / spin down), the calculation gives 8.1 / 8.1 eV. As for the HOMO energy (spin up / spin down): -9.15 / -9.15 eV. The calculation puts the total energy at -963.5160 Eh. As for the largest force on an atom: 0.083 Eh/bohr.

=====

[4]
2 unconnected molecules or ions with the total composition C3H5IO2S at a distorted geometry, computed with ωB97M-V/def2-TZVPD.

XYZ file:
```
12
Properties=species:S:1:pos:R:3:lowdin_charge:R:1
C -1.690 -1.708 -0.340 -0.048
C -2.009 -0.262 -0.106 -0.168
C -1.083 -1.160 0.665 -0.105
O 2.844 2.101 0.661 -0.391
O 1.198 1.575 -1.114 -0.520
S 1.571 1.181 0.211 0.459
I 2.708 -1.005 -0.030 0.417
H 3.353 2.531 -0.036 0.072
H -1.888 -2.553 -0.952 0.084
H -1.608 0.496 -0.775 0.063
H -2.970 0.011 0.319 0.070
H -0.426 -1.207 1.498 0.068
```

As for the relative energy (zero: lowest compared OMol25 entry of this formula, charge and spin): 141.27 kJ/mol. As for the charge: 0. The value obtained for the lowest unoccupied orbital energy is -0.715 eV. For the HOMO-LUMO gap, the calculation gives 8.7 eV. As for the HOMO energy: -9.37 eV. The calculation puts the total energy at -963.5494 Eh. As for the largest force on an atom: 0.024 Eh/bohr.

=====

[5]
2 unconnected molecules or ions with the total composition C3H5IS at a distorted geometry, computed with ωB97M-V/def2-TZVPD.

XYZ file:
```
10
Properties=species:S:1:pos:R:3:lowdin_charge:R:1
C -1.372 2.064 -1.340 -0.421
C 0.191 -0.526 0.228 -0.198
C 1.289 -0.432 -0.463 -0.773
S -1.272 2.495 0.265 0.697
I 2.893 0.710 0.078 0.818
H -1.330 3.052 -1.871 -0.073
H -0.725 -1.174 0.014 0.108
H 0.070 0.189 0.954 -0.042
H -1.417 1.242 0.753 -0.153
H 1.445 -1.204 -1.220 0.037
```

As for the relative energy (zero: lowest compared OMol25 entry of this formula, charge and spin): 340.24 kJ/mol. As for the charge: 0. The value obtained for the lowest unoccupied orbital energy is -0.185 eV. For the HOMO-LUMO gap, the calculation gives 8.8 eV. As for the HOMO energy: -9.02 eV. The calculation puts the total energy at -813.0237 Eh. As for the largest force on an atom: 0.048 Eh/bohr.

=====

[6]
A molecular structure, C3H5IS at a distorted geometry, computed with ωB97M-V/def2-TZVPD.

XYZ file:
```
10
Properties=species:S:1:pos:R:3:lowdin_charge:R:1
C 0.459 -1.204 -0.081 -0.750
C -0.454 0.966 0.739 -0.099
C -0.168 0.045 -0.411 -0.453
S -0.185 -2.695 -0.601 0.631
I 1.766 0.547 -2.344 0.294
H 1.180 -1.275 0.757 0.066
H 0.397 1.046 1.317 0.039
H -1.310 0.521 1.286 0.104
H -0.768 2.092 0.430 0.141
H -0.918 -0.043 -1.092 0.027
```

As for the relative energy (zero: lowest compared OMol25 entry of this formula, charge and spin): 141.69 kJ/mol. As for the charge: 0. The value obtained for the lowest unoccupied orbital energy (spin up / spin down) is -2.352 / -2.252 eV. For the HOMO-LUMO gap (spin up / spin down), the calculation gives 6.8 / 6.8 eV. As for the HOMO energy (spin up / spin down): -9.17 / -9.10 eV. The calculation puts the total energy at -813.0993 Eh. As for the largest force on an atom: 0.075 Eh/bohr.

=====

[7]
A molecular structure, C3H5LiO4Tl at a distorted geometry, computed with ωB97M-V/def2-TZVPD.

XYZ file:
```
14
Properties=species:S:1:pos:R:3:lowdin_charge:R:1
O -1.724 -2.181 1.445 -0.144
C -1.481 -2.055 0.203 -0.830
O -2.283 -1.035 -0.250 -0.120
O -0.377 -2.161 -0.360 0.011
Li -3.544 -1.615 1.176 0.825
C 0.627 1.079 -0.583 -0.305
C 2.083 0.680 -0.547 -0.135
H -1.593 -0.257 -0.625 0.193
H 0.211 1.174 -1.604 0.084
H 2.383 0.418 0.482 0.061
H 2.282 -0.164 -1.223 0.071
H 2.740 1.510 -0.871 0.072
O 0.309 2.172 0.295 -0.627
Tl 0.367 2.434 2.464 0.844
```

As for the relative energy (zero: lowest compared OMol25 entry of this formula, charge and spin): 0.88 kJ/mol. The multiplicity is 2. As for the charge: 0. The value obtained for the lowest unoccupied orbital energy (spin up / spin down) is -0.832 / -0.830 eV. For the HOMO-LUMO gap (spin up / spin down), the calculation gives 5.7 / 8.1 eV. As for the HOMO energy (spin up / spin down): -6.52 / -8.88 eV. The calculation puts the total energy at -598.2240 Eh. As for the largest force on an atom: 0.132 Eh/bohr.

=====

[8]
A molecular structure, C3H5MgO3Sn at a distorted geometry, computed with ωB97M-V/def2-TZVPD.

XYZ file:
```
13
Properties=species:S:1:pos:R:3:lowdin_charge:R:1
O -0.345 2.093 -0.489 -0.243
C -1.496 1.550 -0.124 -0.295
C -1.750 0.224 -0.088 -0.194
O -0.836 -0.658 -0.643 -0.246
C 0.062 -1.370 0.227 -0.164
Mg 1.009 0.804 -1.006 0.885
H -2.284 2.220 0.249 0.116
H -2.513 -0.224 0.550 0.114
H 0.149 -2.366 -0.233 0.064
H -0.253 -1.284 1.280 0.073
Sn 4.175 0.317 -0.011 0.728
O 2.490 -0.082 -0.154 -1.033
H 1.593 -1.224 0.443 0.195
```

The multiplicity is 2. As for the charge: 0. The value obtained for the lowest unoccupied orbital energy (spin up / spin down) is -0.790 / -0.961 eV. For the HOMO-LUMO gap (spin up / spin down), the calculation gives 5.0 / 6.9 eV. As for the HOMO energy (spin up / spin down): -5.80 / -7.89 eV. The calculation puts the total energy at -757.2841 Eh. As for the largest force on an atom: 0.166 Eh/bohr.

=====

[9]
A single C3H5N molecule at a distorted geometry, computed with ωB97M-V/def2-TZVPD.

XYZ file:
```
9
Properties=species:S:1:pos:R:3:lowdin_charge:R:1
C -0.513 -0.320 -0.676 -0.292
C 0.756 -0.024 -0.190 -0.206
C 1.673 -0.253 0.561 0.125
H -1.224 0.160 1.153 0.055
H -2.313 0.834 0.195 0.068
H -0.691 -1.403 -0.463 0.114
H -0.671 -0.191 -1.867 0.155
H 2.552 -0.069 1.079 0.007
N -1.307 0.607 0.248 -0.026
```

As for the relative energy (zero: lowest compared OMol25 entry of this formula, charge and spin): 293.75 kJ/mol. As for the charge: 0. The value obtained for the lowest unoccupied orbital energy is 0.959 eV. For the HOMO-LUMO gap, the calculation gives 10.4 eV. As for the HOMO energy: -9.45 eV. The calculation puts the total energy at -171.9432 Eh. As for the SMILES: C#CCN. As for the largest force on an atom: 0.086 Eh/bohr.

=====

[10]
A single C3H5N molecule at a distorted geometry, computed with ωB97M-V/def2-TZVPD.

XYZ file:
```
9
Properties=species:S:1:pos:R:3:lowdin_charge:R:1
C -1.362 0.613 0.082 -0.133
C -0.262 -0.029 -0.605 -0.377
C 0.993 -0.272 0.217 -0.092
N -1.478 -0.643 -0.022 0.108
H -1.609 1.566 0.647 0.134
H -0.336 -0.150 -1.890 0.180
H 1.566 -1.047 -0.131 0.028
H 0.740 -0.527 1.253 0.078
H 1.749 0.488 0.450 0.074
```

As for the relative energy (zero: lowest compared OMol25 entry of this formula, charge and spin): 290.77 kJ/mol. As for the charge: 0. The value obtained for the lowest unoccupied orbital energy is 1.183 eV. For the HOMO-LUMO gap, the calculation gives 11.0 eV. As for the HOMO energy: -9.83 eV. The calculation puts the total energy at -171.9443 Eh. As for the SMILES: C[C@@H]1C=N1. As for the largest force on an atom: 0.079 Eh/bohr.

=====

[11]
A single C3H5N molecule at a distorted geometry, computed with ωB97M-V/def2-TZVPD.

XYZ file:
```
9
Properties=species:S:1:pos:R:3:lowdin_charge:R:1
C 0.474 0.627 -0.044 -0.286
C -1.023 0.248 0.049 -0.099
C -2.146 -0.235 -0.069 0.082
H 0.924 -1.296 0.575 0.071
H 2.158 -0.414 -0.102 0.051
H 0.777 1.217 0.810 0.089
H 0.712 1.263 -0.856 0.090
H -3.064 -0.774 -0.218 0.020
N 1.189 -0.635 -0.146 -0.018
```

As for the relative energy (zero: lowest compared OMol25 entry of this formula, charge and spin): 212.05 kJ/mol. As for the charge: 0. The value obtained for the lowest unoccupied orbital energy is 1.067 eV. For the HOMO-LUMO gap, the calculation gives 10.6 eV. As for the HOMO energy: -9.52 eV. The calculation puts the total energy at -171.9743 Eh. As for the SMILES: C#CCN. As for the largest force on an atom: 0.058 Eh/bohr.

=====

[12]
A gas-phase ion, C3H5N2 (charge +1) at a distorted geometry, computed with ωB97M-V/def2-TZVPD.

XYZ file:
```
10
Properties=species:S:1:pos:R:3:lowdin_charge:R:1
C -0.474 -0.762 1.302 -0.032
C 0.809 -0.623 1.272 0.067
C -1.590 0.228 -0.277 -0.137
N -1.585 -0.612 0.729 0.151
N -0.484 0.414 -0.850 0.210
H 1.267 -0.596 2.292 0.124
H 1.353 -1.364 0.713 0.107
H -2.540 0.633 -0.583 0.170
H 0.441 -0.015 -0.853 0.140
H -0.453 1.021 -1.731 0.199
```

As for the relative energy (zero: lowest compared OMol25 entry of this formula, charge and spin): 395.10 kJ/mol. As for the charge: +1. The value obtained for the lowest unoccupied orbital energy is -5.969 eV. For the HOMO-LUMO gap, the calculation gives 9.6 eV. As for the HOMO energy: -15.57 eV. The calculation puts the total energy at -226.4419 Eh. As for the SMILES: C=C=NC=[NH2+]. As for the largest force on an atom: 0.144 Eh/bohr.